Here is C22H40AlBr4Cl4F14LiN4O3PS as an isolated structure from the Open Molecules 2025 dataset. Energies are from the ωB97M-V functional and the def2-TZVPD basis.

Electronic energy: -15830.61345 a.u.
E_LUMO: -8.82 eV
Orbital gap: 1.4 eV
Energy above the lowest of the compared OMol25 structures with the same formula, charge and spin: 170.3 kcal per mole
Total charge: +1
Highest occupied orbital energy: -10.182 eV

Last column: Löwdin charge in e.
Cartesian coordinates (Å):
C  -3.16  0.01  0.29  -0.0409
O  -4.43  -0.62  0.72  -0.1956
C  -4.19  -1.95  1.21  -0.4587
C  -4.20  -2.97  -0.04  -0.1752
C  -3.00  -4.02  0.11  -0.2143
C  -2.37  -4.41  -1.35  -0.1618
C  -1.13  -5.35  -1.12  -0.1772
N  0.23  -4.78  -0.99  -0.1471
C  0.85  -5.15  0.31  -0.2285
N  1.85  -6.23  0.36  0.1646
N  0.48  -4.53  1.46  0.1651
S  0.45  -3.10  -1.14  0.8563
O  -0.38  -2.24  -0.20  -0.3078
O  1.88  -2.85  -0.69  -0.2848
C  0.36  -2.39  -2.87  -0.3217
F  -0.83  -1.66  -3.13  0.0778
F  1.38  -1.42  -2.93  0.0982
C  0.67  -3.41  -4.05  -0.2434
F  0.05  -4.66  -3.95  0.0988
F  2.07  -3.57  -4.20  -0.1134
C  0.16  -2.79  -5.46  -0.3456
F  0.57  -1.48  -5.66  0.1661
F  -1.22  -2.98  -5.65  0.1001
F  0.78  -3.57  -6.46  0.1153
H  -2.26  -0.66  0.48  0.0754
H  -3.03  1.00  0.84  0.1226
H  -3.19  0.24  -0.83  0.0894
H  -5.08  -2.25  1.94  -0.1019
H  -3.23  -2.06  1.80  0.0630
H  -4.00  -2.38  -1.01  0.0377
H  -5.20  -3.53  -0.13  0.1427
H  -3.48  -5.00  0.47  0.1222
H  -2.21  -3.73  0.86  0.0869
H  -2.23  -3.51  -2.02  0.0972
H  -3.19  -5.04  -1.84  0.1437
H  -1.34  -5.99  -0.18  0.1459
H  -1.11  -6.12  -1.98  0.1484
H  2.73  -5.87  0.76  0.1446
H  1.46  -6.86  1.08  0.1202
H  1.03  -3.76  1.89  0.0283
H  -0.42  -4.83  1.88  0.1481
C  1.97  -0.34  2.42  -1.5097
Br  0.18  0.26  2.84  0.6116
Br  3.31  0.98  2.90  0.6458
Br  2.36  -2.07  3.21  0.6659
H  2.02  -0.46  1.34  -0.0145
C  4.92  -0.33  -3.17  -1.5434
Cl  4.95  0.24  -1.49  0.5015
Cl  5.09  1.02  -4.29  0.5412
Cl  6.19  -1.54  -3.44  0.5081
H  3.96  -0.81  -3.35  -0.0076
Cl  4.13  -4.65  -3.79  -0.0062
C  -0.71  3.79  4.53  -0.2066
C  -0.31  3.59  5.99  -0.2787
C  -0.88  2.30  6.60  -0.2117
C  -2.41  2.24  6.65  -0.2244
C  -3.08  3.38  7.42  -0.2665
C  -2.69  3.42  8.90  -0.1052
H  -1.79  3.89  4.42  0.1025
H  -0.25  4.71  4.14  0.0802
H  -0.37  2.95  3.92  -0.0714
H  -0.61  4.46  6.58  0.1246
H  0.79  3.54  6.05  0.0532
H  -0.47  2.18  7.60  0.1126
H  -0.52  1.45  6.02  0.0962
H  -2.70  1.29  7.11  0.1126
H  -2.82  2.22  5.63  0.0987
H  -4.17  3.26  7.35  0.1083
H  -2.85  4.35  6.96  0.1018
H  -2.96  2.48  9.39  0.0785
H  -3.22  4.23  9.40  0.0765
H  -1.62  3.59  9.03  0.0684
C  5.08  4.41  -6.82  -0.1124
C  4.03  4.56  -5.73  -0.2797
C  3.10  5.76  -5.94  -0.1817
C  3.91  7.02  -5.95  -0.2168
N  4.53  8.02  -5.96  0.1268
H  5.75  5.27  -6.85  0.0709
H  5.70  3.53  -6.64  0.0615
H  4.61  4.30  -7.80  0.0777
H  4.53  4.65  -4.76  0.1109
H  3.42  3.65  -5.69  0.0989
H  2.36  5.81  -5.14  0.1152
H  2.57  5.67  -6.89  0.1167
F  -1.10  1.91  -4.38  -0.1835
P  -0.40  2.14  -2.94  0.2226
F  -1.72  1.28  -2.60  -0.2188
F  -0.36  3.71  -3.31  -0.1743
F  -0.64  2.88  -1.53  -0.1903
F  1.01  2.02  -3.72  -0.1832
F  0.42  1.02  -2.10  -0.2054
Al  1.71  3.16  3.91  0.8764
F  3.25  5.27  4.53  -0.6393
Br  -4.63  -3.44  3.02  0.5800
Li  -4.69  -1.70  -2.16  0.8449



Here is C22H40Cl2N5O3Pd as an isolated structure from the Open Molecules 2025 dataset. Energies are from the ωB97M-V functional and the def2-TZVPD basis.

Electronic energy: -2410.01082 a.u.
E_LUMO (alpha / beta): 2.66 / 2.69 eV
Multiplicity: 3
Orbital gap (alpha / beta): 4.4 / 6.3 eV
Total charge: -1
Highest occupied orbital energy (alpha / beta): -1.706 / -3.568 eV

Last column: Löwdin charge in e.
Cartesian coordinates (Å):
O  -0.78  -2.92  -0.34  -0.2109
C  0.13  -3.72  -0.68  -0.2412
C  -0.30  -5.05  -1.12  -0.1732
C  -1.64  -5.43  -0.96  -0.0047
H  -2.34  -4.72  -0.52  0.1223
C  -2.06  -6.68  -1.42  -0.0869
H  -3.10  -6.96  -1.30  0.0982
C  -1.15  -7.54  -2.05  -0.1001
H  -1.49  -8.51  -2.41  0.0965
C  0.19  -7.15  -2.22  -0.0943
H  0.89  -7.81  -2.72  0.0950
C  0.61  -5.90  -1.77  -0.0269
H  1.63  -5.54  -1.93  0.1178
H  1.19  -3.43  -0.79  0.0790
C  1.11  -2.96  2.02  -0.1767
C  1.30  -1.84  1.09  -0.3360
H  1.83  -2.86  2.85  0.0606
H  1.25  -3.93  1.55  0.0549
H  0.09  -2.90  2.42  0.0089
C  2.25  -0.90  1.10  -0.2567
C  3.39  -0.80  2.07  -0.1312
H  2.17  -0.06  0.41  0.0218
H  3.94  -1.74  2.15  0.0579
H  3.04  -0.54  3.08  0.0606
H  4.08  -0.01  1.74  0.0543
Pd  -0.48  -0.95  -0.12  0.5225
Cl  -1.63  -1.06  1.94  0.0588
Cl  0.97  -1.14  -1.99  0.0566
C  -0.02  1.61  2.57  -0.3435
O  0.28  1.55  1.37  -0.0375
N  -0.16  2.76  3.28  -0.1974
C  0.29  4.04  2.76  -0.0494
C  -0.53  2.74  4.68  -0.0710
H  -0.22  0.70  3.17  0.0785
H  0.50  3.96  1.69  0.0785
H  1.19  4.38  3.29  0.0867
H  -0.50  4.79  2.93  0.0796
H  -0.92  1.75  4.93  0.0884
H  -1.29  3.50  4.87  0.0806
H  0.34  2.95  5.32  0.0832
H  3.82  4.16  -3.14  0.0790
H  2.83  2.50  -4.94  0.0797
C  4.11  3.26  -2.58  -0.0635
C  3.20  1.71  -4.27  -0.0618
N  3.21  2.17  -2.89  -0.2021
H  4.09  3.46  -1.51  0.0789
C  2.57  1.52  -1.90  -0.3852
O  2.61  1.83  -0.72  -0.0173
H  2.54  0.83  -4.34  0.0841
H  1.97  0.64  -2.26  -0.0401
H  5.13  3.01  -2.90  0.0803
H  4.21  1.44  -4.60  0.0813
C  -3.86  -0.19  -0.29  -0.1091
N  -3.33  1.12  0.06  -0.1702
C  -3.69  1.57  1.39  -0.0944
C  -2.15  1.51  -0.51  -0.4587
N  -1.33  0.66  -1.07  -0.0150
N  -1.88  2.84  -0.56  -0.1415
C  -2.92  3.84  -0.37  -0.0803
C  -0.61  3.30  -1.09  -0.0661
H  -4.91  -0.22  0.02  0.0747
H  -3.31  -0.99  0.24  -0.0089
H  -3.78  -0.35  -1.37  0.0845
H  -3.44  2.62  1.55  0.0592
H  -4.77  1.44  1.50  0.0838
H  -3.17  0.95  2.15  0.0252
H  -0.78  1.00  -1.86  0.0228
H  -2.75  4.41  0.56  0.0801
H  -2.88  4.57  -1.20  0.0825
H  -3.90  3.37  -0.35  0.0842
H  0.22  2.81  -0.57  0.0592
H  -0.53  3.11  -2.17  0.0889
H  -0.55  4.38  -0.93  0.0823



Here is C22H40CuF5N3O2SbSi3Te as an isolated structure from the Open Molecules 2025 dataset. Energies are from the ωB97M-V functional and the def2-TZVPD basis.

Electronic energy: -4693.74742 a.u.
E_LUMO: -0.75 eV
Orbital gap: 7.6 eV
Total charge: 0
Highest occupied orbital energy: -8.377 eV

Last column: Löwdin charge in e.
Cartesian coordinates (Å):
Cu  -0.60  -0.05  -1.80  0.0658
C  2.53  2.97  3.50  -0.0438
C  2.21  3.88  2.34  -0.2761
C  1.64  5.14  2.53  -0.0400
C  1.33  5.95  1.46  -0.0254
C  1.58  5.53  0.15  -0.2591
N  1.25  6.41  -0.91  0.1363
C  0.96  6.17  -2.23  -0.5248
O  1.12  7.03  -3.07  0.0788
N  0.47  4.92  -2.59  0.1393
C  -0.39  4.06  -1.90  -0.2116
C  -1.20  4.44  -0.83  0.0158
C  -2.00  3.49  -0.24  -0.0231
C  -1.97  2.18  -0.69  -0.1072
N  -1.19  1.81  -1.71  -0.0327
C  -0.45  2.73  -2.32  -0.0419
C  2.19  4.29  -0.04  -0.0193
C  2.48  3.48  1.04  -0.0347
H  2.27  3.43  4.45  0.0755
H  3.59  2.72  3.51  0.0855
H  1.97  2.03  3.40  0.0638
H  1.43  5.49  3.54  0.1119
H  0.88  6.92  1.62  0.1149
H  1.39  7.39  -0.73  0.1523
H  0.59  4.73  -3.57  0.1568
H  -1.21  5.46  -0.49  0.1228
H  -2.66  3.76  0.58  0.1145
H  -2.57  1.41  -0.24  0.1147
H  0.13  2.40  -3.18  0.1218
H  2.44  3.96  -1.04  0.1165
H  2.95  2.52  0.87  0.1105
F  -3.66  -1.80  -3.84  -0.3813
Te  -2.14  -0.71  -3.63  1.7640
F  -3.23  0.81  -3.78  -0.3539
F  -2.14  -1.05  -5.48  -0.3785
F  -2.97  -0.65  -1.83  -0.4461
F  -0.85  0.62  -4.28  -0.4132
O  -0.82  -1.77  -3.11  -0.6315
C  2.31  -0.85  1.88  -0.2362
Si  0.68  -1.77  2.16  0.3086
C  1.06  -3.29  3.21  -0.2094
C  -0.44  -0.65  3.20  -0.2352
Sb  -0.41  -2.00  -0.15  0.9877
Si  -2.55  -3.30  0.44  0.3604
C  -3.76  -2.05  1.18  -0.2164
C  -2.14  -4.56  1.80  -0.2250
C  -3.20  -4.19  -1.08  -0.1996
Si  1.21  -3.68  -1.27  0.3649
C  0.43  -4.73  -2.63  -0.2114
C  2.01  -4.83  0.00  -0.2264
C  2.52  -2.51  -1.98  -0.2277
H  2.70  -0.45  2.82  0.0241
H  2.17  -0.01  1.18  0.0080
H  3.07  -1.51  1.46  0.0192
H  1.50  -2.96  4.16  0.0349
H  1.78  -3.95  2.73  0.0075
H  0.17  -3.87  3.44  0.0083
H  0.09  -0.29  4.09  0.0269
H  -1.33  -1.19  3.54  0.0157
H  -0.77  0.22  2.63  0.0190
H  -3.26  -1.44  1.94  0.0106
H  -4.61  -2.54  1.65  0.0326
H  -4.13  -1.37  0.41  0.0175
H  -1.97  -4.05  2.75  0.0133
H  -1.25  -5.14  1.56  0.0178
H  -2.97  -5.26  1.94  0.0322
H  -3.41  -3.48  -1.87  0.0098
H  -4.12  -4.74  -0.86  0.0367
H  -2.46  -4.90  -1.46  0.0210
H  -0.09  -5.60  -2.22  0.0244
H  1.20  -5.09  -3.32  0.0350
H  -0.28  -4.14  -3.20  0.0082
H  1.26  -5.32  0.62  0.0167
H  2.68  -4.27  0.66  0.0127
H  2.60  -5.60  -0.50  0.0317
H  2.06  -1.86  -2.73  0.0192
H  3.34  -3.05  -2.46  0.0317
H  2.94  -1.88  -1.19  0.0137



no.,strongest force on any atom (eV/Å)
1,9.30
2,4.24
3,4.64